Record 1
Below is C19H25ClN5O4PtSSi as an isolated structure, with properties calculated with ωB97M-V/def2-TZVPD.

Values from the calculation:
ΔE to the lowest compared entry with this formula, charge and spin = 9.2 kcal per mole
Orbital gap = 6.155 eV
Net charge = -1

Geometry as XYZ:
```
57
Properties=species:S:1:pos:R:3:forces:R:3
Pt 1.219 0.267 0.310 0.5073 0.0124 0.2085
O 3.008 -3.210 -0.474 -0.0370 0.0465 0.0282
Cl 3.198 -1.965 -1.163 0.1827 -0.3971 -0.3812
O 4.448 -1.967 -1.868 0.0540 0.0356 0.0512
O 3.261 -0.881 -0.155 -0.7721 0.3671 0.0819
O 2.110 -1.700 -2.058 0.0800 0.0236 0.0781
C -4.958 0.324 0.026 0.0319 -0.0543 -0.0284
C -3.703 1.079 -0.292 -0.0191 -0.0051 0.0491
C -3.543 1.753 -1.495 -0.0186 0.0488 -0.0414
C -2.348 2.416 -1.682 0.0216 0.0015 0.0234
N -1.365 2.398 -0.789 -0.0706 -0.0059 -0.0897
C -1.591 1.675 0.315 0.1759 0.0280 -0.0244
S -0.260 1.526 1.473 -0.0474 -0.0017 -0.0668
N -2.730 1.055 0.617 -0.0984 -0.0307 -0.0281
H -5.846 0.905 -0.227 -0.0152 0.0044 -0.0116
H -4.971 0.065 1.082 -0.0027 -0.0044 0.0031
H -4.975 -0.598 -0.562 -0.0005 0.0346 0.0359
H -4.315 1.755 -2.252 -0.0017 -0.0116 0.0029
H -2.163 2.981 -2.590 0.0060 0.0048 -0.0002
C 0.026 -4.125 0.968 0.0010 -0.0032 0.1225
Si -0.100 -2.350 1.578 -0.0508 -0.0540 -0.0536
C 1.417 -2.015 2.633 0.0016 -0.0622 0.0091
C -1.613 -2.177 2.699 0.0304 0.0896 -0.0390
N -0.113 -1.249 0.237 0.0930 -0.2676 -0.1239
C -0.973 -1.360 -0.832 -0.0061 0.1034 0.0515
C -0.762 -0.655 -2.036 -0.0508 0.0101 -0.0135
C -1.650 -0.734 -3.092 0.0393 -0.0201 -0.0218
C -2.787 -1.534 -3.031 0.0167 0.0051 0.0120
C -3.003 -2.257 -1.865 0.0149 0.0082 0.0208
C -2.132 -2.167 -0.792 -0.0268 -0.0299 0.0456
H 0.217 -4.799 1.811 -0.0248 0.0091 -0.0114
H 0.872 -4.194 0.282 -0.0048 -0.0034 -0.0073
H -0.869 -4.475 0.451 -0.0029 0.0116 0.0027
H 1.272 -2.445 3.629 0.0342 -0.0457 -0.0149
H 1.606 -0.947 2.749 -0.0292 0.0100 0.0520
H 2.300 -2.470 2.176 -0.0108 0.0503 -0.0114
H -1.423 -2.633 3.675 0.0042 -0.0023 0.0006
H -2.509 -2.642 2.283 0.0026 -0.0055 -0.0065
H -1.829 -1.115 2.843 0.0106 -0.0233 0.0169
H 0.133 -0.058 -2.139 0.0367 0.0484 0.0440
H -1.434 -0.169 -3.993 -0.0195 -0.0051 -0.0008
H -3.472 -1.601 -3.867 0.0035 -0.0023 -0.0040
H -3.874 -2.900 -1.778 -0.0022 0.0002 -0.0036
H -2.363 -2.723 0.107 0.0093 0.0176 -0.0009
N 4.991 5.200 0.656 0.0196 -0.0334 -0.0481
C 4.170 4.094 0.570 -0.0173 0.0339 0.0245
C 4.505 2.894 1.197 0.0280 -0.0234 -0.0077
C 3.677 1.802 1.056 0.0974 -0.0539 -0.1306
N 2.549 1.839 0.341 -0.1148 0.1036 0.1408
C 2.211 2.990 -0.252 -0.0190 0.0162 0.0299
C 2.991 4.123 -0.174 0.0063 -0.0135 0.0021
H 5.656 5.216 1.410 -0.0243 0.0095 0.0078
H 4.577 6.092 0.445 -0.0052 -0.0093 0.0223
H 5.409 2.805 1.787 0.0023 0.0106 -0.0062
H 3.918 0.849 1.506 -0.0185 0.0088 0.0088
H 1.265 2.983 -0.780 -0.0159 0.0173 0.0148
H 2.667 5.028 -0.673 0.0163 -0.0021 -0.0137
```
Forces are in eV/Å.



Record 2
Below is a 2-piece molecular cluster, C7H9BrINO overall in a non-equilibrium geometry, with properties calculated with ωB97M-V/def2-TZVPD.

Values from the calculation:
Orbital gap (spin up / spin down) = 7.257 / 8.012 eV
Expectation value of S² = 2.017
2S+1 = 3

Geometry as XYZ:
```
20
Properties=species:S:1:pos:R:3:forces:R:3
C -1.028 -1.620 -2.269 -1.3487 -1.0591 -0.3757
C -1.131 -1.028 -1.098 1.2423 1.2366 0.8840
C 1.703 1.634 -0.237 -1.6753 1.6455 -1.6683
C 2.235 1.484 2.410 0.7749 -0.2798 0.9410
C -1.545 -1.552 0.251 -0.4826 0.9588 1.3306
C -0.602 0.399 -0.982 -0.6993 1.3080 1.2807
C 0.827 0.471 -0.370 1.5322 -3.3223 2.3538
N 1.372 1.002 3.063 2.9641 1.7624 -2.4010
O 0.328 0.609 3.412 -2.2179 -1.0749 1.2882
Br 4.041 1.895 2.153 -1.3585 -0.3115 0.3329
I 0.827 3.501 -0.581 0.8178 -0.3243 0.2645
H -0.755 -1.018 -3.150 -0.0052 -0.7376 0.3777
H -1.456 -2.644 -2.336 0.6569 0.7210 -0.4932
H -2.399 -0.909 0.626 1.0672 -0.1177 -0.3303
H -0.646 -1.327 0.996 -2.0497 -1.1529 -1.3201
H -2.089 -2.522 0.297 1.3806 0.1070 -0.1332
H -1.265 0.889 -0.187 0.6178 0.0023 -1.5363
H -0.619 0.916 -1.972 -0.0988 -0.2254 0.8907
H 0.846 0.268 0.827 -0.8352 -0.6069 -2.5408
H 1.356 -0.445 -0.851 -0.2825 1.4708 0.8549
```
Forces are in eV/Å.



Record 3
Below is a 11-piece molecular cluster, C24H73N3O17 overall in a non-equilibrium geometry, with properties calculated with ωB97M-V/def2-TZVPD.

Values from the calculation:
SMILES string = COCCNCCOC.COCCNCCOC.COCCNCCOC.OCCO.OCCO.OCCO.O.O.O.O.O
ΔE to the lowest compared entry with this formula, charge and spin = 21.2 kcal per mole
Orbital gap = 7.328 eV

Geometry as XYZ:
```
117
Properties=species:S:1:pos:R:3:forces:R:3
C -11.494 -11.388 -7.010 0.6622 0.1237 -0.4751
O -11.713 -10.792 -8.281 -0.6155 -0.5727 0.1520
C -10.534 -10.905 -9.075 0.1197 1.7790 0.1985
C -10.851 -10.284 -10.430 -2.3654 -0.7073 0.7484
N -11.907 -11.085 -11.090 1.1080 -0.3451 -0.4816
C -12.165 -10.719 -12.485 0.0066 0.2967 0.8724
C -12.812 -11.908 -13.187 -1.2218 0.7082 0.0661
O -13.312 -11.426 -14.418 0.6484 -0.5719 -0.4154
C -14.001 -12.372 -15.222 0.0208 0.3706 0.3352
H -11.005 -12.341 -7.231 0.0876 -0.1758 0.6257
H -12.368 -11.574 -6.390 -0.4837 0.2173 -0.6173
H -10.844 -10.727 -6.426 0.2246 -0.1838 0.0932
H -10.134 -11.919 -9.056 -0.0527 -0.1147 -0.3021
H -9.827 -10.184 -8.636 0.5030 -0.4868 0.1734
H -9.989 -10.090 -11.058 0.0458 -0.1377 -0.0370
H -11.395 -9.375 -10.135 0.9392 0.6367 -0.2011
H -12.744 -10.951 -10.541 -0.0534 -0.1836 -0.0083
H -11.239 -10.358 -12.940 0.1391 -0.6456 -0.2099
H -12.784 -9.811 -12.526 -0.4476 -0.3196 -0.2881
H -13.713 -12.233 -12.635 0.4202 -0.0225 0.4523
H -12.156 -12.782 -13.261 0.1829 0.2266 -0.2515
H -13.867 -11.951 -16.215 -0.5124 -0.4283 -0.2508
H -15.048 -12.461 -14.912 -0.1240 0.3566 -0.2095
H -13.643 -13.406 -15.178 0.6317 0.1938 0.0319
C -8.258 -20.770 -1.399 -0.4665 -1.3314 -0.3466
O -7.781 -19.588 -1.985 0.6733 -0.2080 0.0327
C -8.494 -19.229 -3.144 -1.5697 0.0868 0.3076
C -9.943 -18.821 -2.820 0.0044 -0.1774 0.8708
N -9.939 -17.869 -1.733 -0.0605 1.8112 -0.7327
C -11.177 -17.472 -1.098 -0.5898 -0.4490 -0.1419
C -11.809 -18.618 -0.327 -0.0641 -0.2806 0.0373
O -10.912 -18.912 0.739 -0.4181 0.6851 0.8053
C -11.485 -19.782 1.700 0.1997 -0.8945 -1.0611
H -9.224 -20.616 -0.917 0.0262 0.0081 0.2386
H -7.566 -21.282 -0.729 0.3187 1.0101 0.3914
H -8.378 -21.584 -2.132 -0.3076 0.3892 -0.4202
H -8.635 -20.060 -3.842 0.7403 -0.0730 -0.1931
H -7.989 -18.372 -3.579 0.2505 -0.1332 -0.1962
H -10.557 -19.691 -2.552 0.2280 -0.2878 -0.0857
H -10.429 -18.442 -3.725 0.1414 0.3361 -0.0167
H -9.175 -17.916 -1.083 0.1117 -0.5846 -0.0654
H -11.915 -17.030 -1.777 0.1701 -0.4207 -0.4375
H -11.027 -16.641 -0.405 0.4316 -0.1812 0.1415
H -11.922 -19.562 -0.881 0.0533 0.2770 -0.4383
H -12.835 -18.365 -0.029 0.2063 0.1965 0.4756
H -12.333 -19.363 2.246 0.1813 0.2469 0.0799
H -10.681 -20.139 2.341 -0.1262 0.2760 0.2440
H -11.846 -20.660 1.139 -0.1588 -0.0427 0.3308
C -14.818 -16.722 3.874 0.0706 0.7803 -0.1214
O -14.611 -15.707 2.912 -0.9606 0.0818 0.1174
C -13.672 -16.021 1.915 0.6182 0.0798 0.4693
C -13.930 -15.254 0.644 0.4195 0.4679 -1.9880
N -15.070 -15.714 -0.128 -1.1185 -0.9773 0.4843
C -16.393 -15.503 0.444 0.5122 0.2762 1.0060
C -16.836 -14.043 0.552 -0.9167 0.0419 -0.0351
O -18.254 -14.065 0.783 0.1102 0.1812 0.0219
C -18.604 -13.935 2.157 0.9889 1.2176 -0.9172
H -15.179 -17.643 3.409 0.3742 -0.2161 0.0012
H -15.611 -16.379 4.538 0.0607 0.1029 0.0309
H -13.897 -16.819 4.456 -0.0576 -0.5937 0.0776
H -13.663 -17.097 1.685 -0.3857 0.0627 -0.0986
H -12.676 -15.824 2.347 0.0342 0.2161 -0.4167
H -13.077 -15.444 -0.027 0.1365 -0.2767 0.2741
H -13.916 -14.153 0.624 0.0239 0.0193 1.2966
H -15.080 -15.412 -1.094 0.4433 -0.0609 0.1340
H -16.443 -15.898 1.462 0.3313 -0.0816 -0.0328
H -17.158 -16.096 -0.057 0.0775 0.3360 -0.6160
H -16.614 -13.470 -0.355 -0.3129 -0.2503 -0.2228
H -16.400 -13.435 1.353 0.4427 -0.4853 0.1404
H -18.140 -14.698 2.783 -0.6680 -0.4948 0.0078
H -19.678 -13.789 2.139 -0.1462 -0.6191 0.5775
H -18.162 -12.999 2.532 -0.1553 0.1172 0.0569
O -10.083 -15.978 2.377 -0.0871 -0.1390 -0.1221
H -9.977 -15.409 1.604 0.1182 -0.0917 0.0585
H -10.341 -16.838 2.012 0.0521 0.0607 -0.0003
O -8.876 -14.809 -0.199 0.3036 0.3355 0.0085
H -8.128 -15.413 -0.288 -0.1754 -0.0725 0.0566
H -8.485 -13.927 -0.272 0.0410 -0.1392 0.1380
O -13.945 -15.704 -5.661 0.1798 0.1839 -0.0999
H -13.850 -15.779 -6.616 -0.0436 -0.0604 0.0733
H -13.270 -15.063 -5.389 0.1168 -0.0312 -0.1222
O -8.856 -15.611 -4.175 -0.2247 -0.3325 0.0936
H -9.394 -16.225 -3.643 0.2958 -0.0308 0.1908
H -7.989 -15.645 -3.757 -0.0404 0.0565 -0.0430
O -14.083 -15.500 -2.828 0.3835 0.0141 -0.1188
H -13.914 -15.779 -3.742 -0.2741 -0.0263 0.2941
H -13.219 -15.219 -2.498 -0.0548 0.0401 -0.1410
C -11.233 -13.241 -3.754 -0.4351 -0.4194 -0.1327
C -10.442 -13.242 -2.470 -0.3453 0.6093 0.5958
O -11.207 -13.829 -1.419 -0.2199 -0.1533 0.0748
O -11.567 -14.560 -4.230 0.9471 0.4755 -0.0861
H -10.689 -12.631 -4.482 0.1717 -0.2910 -0.2113
H -12.203 -12.755 -3.640 0.0396 0.0900 0.4045
H -10.263 -12.187 -2.223 0.1277 0.0206 -0.1052
H -9.473 -13.736 -2.509 -0.0359 -0.1207 -0.5308
H -10.588 -14.104 -0.725 -0.2432 -0.2009 -0.3062
H -10.701 -14.972 -4.407 -0.4246 0.0664 -0.1304
C -6.999 -12.951 -6.386 -0.5593 1.0726 -0.1133
C -7.974 -11.811 -6.079 -0.4088 0.2014 0.9443
O -7.859 -11.396 -4.703 0.3682 0.1803 -0.1937
O -5.722 -12.354 -6.603 0.1542 -0.4122 -0.6222
H -7.363 -13.434 -7.293 0.5508 -0.0277 -0.2439
H -6.937 -13.709 -5.608 -0.2903 0.0734 0.2211
H -9.048 -11.962 -6.191 0.2246 -0.8605 -0.1919
H -7.771 -10.959 -6.734 0.3187 -0.1460 -0.1255
H -7.111 -10.791 -4.657 -0.1021 0.0264 0.1823
H -5.319 -12.073 -5.779 -0.1768 -0.1872 0.1965
C -11.742 -9.894 1.195 -0.4175 1.6750 -0.5110
C -11.393 -10.921 0.130 0.2090 -2.1346 0.0584
O -12.562 -11.634 -0.235 -1.1053 0.3810 0.1660
O -10.709 -9.562 2.108 0.4628 -0.2567 -0.0409
H -12.687 -10.104 1.698 0.1448 -0.6767 -0.0097
H -11.948 -8.936 0.705 -0.0403 -0.1025 -0.2067
H -10.703 -11.665 0.563 0.2143 0.3870 0.1479
H -10.933 -10.585 -0.807 0.1600 0.7883 0.4312
H -12.375 -12.469 -0.690 0.5078 0.2101 0.1085
H -10.844 -9.965 2.968 -0.1491 -0.2333 -0.1045
```
Forces are in eV/Å.



Record 4
Below is a single C4H3NO2 molecule in a non-equilibrium geometry, with properties calculated with ωB97M-V/def2-TZVPD.

Values from the calculation:
SMILES string = O=Cc1cocn1
ΔE to the lowest compared entry with this formula, charge and spin = 78.1 kcal per mole
Orbital gap = 9.261 eV

Geometry as XYZ:
```
10
Properties=species:S:1:pos:R:3:forces:R:3
C -0.166 1.359 -1.369 -5.1821 3.1360 4.5332
C -0.245 0.105 -0.430 -1.9232 0.2797 2.9377
C -0.916 -0.120 0.865 2.2225 0.5398 0.8035
C 0.917 -1.428 0.637 0.2065 0.8019 -2.2353
H 0.364 1.272 -2.210 2.5475 -0.8866 -3.2920
H -1.767 0.259 1.726 2.7998 -0.9906 -3.2408
H 1.784 -2.032 0.994 -1.1420 0.3203 -0.6444
N 0.714 -0.871 -0.536 2.0693 0.4063 -0.1659
O -0.727 2.494 -1.177 2.0254 -4.8077 -0.0759
O 0.043 -1.038 1.501 -3.6236 1.2010 1.3799
```
Forces are in eV/Å.



Record 5
Below is a single C5H10N2S molecule in a non-equilibrium geometry, with properties calculated with ωB97M-V/def2-TZVPD.

Values from the calculation:
SMILES string = [H]/N=C(/NC(=C)C)SC
ΔE to the lowest compared entry with this formula, charge and spin = 28.9 kcal per mole
Orbital gap = 9.271 eV

Geometry as XYZ:
```
18
Properties=species:S:1:pos:R:3:forces:R:3
C -1.207 -1.564 0.908 0.7429 -0.0297 0.1940
C -0.639 0.967 0.010 -1.9826 0.8317 -0.9127
C 1.580 -0.162 -0.173 -0.6360 1.0165 1.1289
C 2.947 0.207 0.340 0.2214 -1.3400 -0.9482
C 1.331 -1.132 -1.034 -1.2932 -1.0241 -0.3696
H -0.589 -1.016 1.655 -0.5921 -0.5395 -0.4749
H -2.069 -2.013 1.370 -0.2497 -0.1747 0.3355
H -0.593 -2.346 0.443 -0.1974 0.2647 0.1576
H -2.029 2.231 -0.564 0.5675 -0.4388 0.7966
H 1.106 1.541 0.787 -0.2504 0.2790 0.0387
H 3.623 -0.607 0.006 -0.0270 0.7580 0.4296
H 3.242 1.150 -0.101 0.2780 0.2530 -0.1328
H 2.957 0.316 1.421 0.0039 -0.1675 0.1141
H 0.333 -1.521 -1.389 1.3057 0.9993 0.4494
H 2.179 -1.714 -1.307 0.4847 -0.3847 -0.3925
N -1.082 2.159 -0.157 0.9561 -0.3064 -0.3582
N 0.647 0.705 0.462 -0.3785 -0.2038 -0.3504
S -1.824 -0.373 -0.298 1.0465 0.2072 0.2949
```
Forces are in eV/Å.



Record 6
Below is C3O3Rb as an isolated structure in a non-equilibrium geometry, with properties calculated with ωB97M-V/def2-TZVPD.

Values from the calculation:
Orbital gap = 9.083 eV
Net charge = +1

Geometry as XYZ:
```
7
Properties=species:S:1:pos:R:3:forces:R:3
O -3.482 -0.973 0.221 -1.4970 -0.8902 -0.5893
C -2.368 -0.461 -0.310 1.4635 -0.1568 1.5589
C -1.331 0.170 0.129 0.7160 0.4531 -0.9282
Rb 2.622 1.057 0.940 -0.1700 -0.0582 -0.0518
O -2.842 -2.280 0.443 0.1349 0.5263 -0.2520
O -0.643 -2.579 -0.022 -0.8438 1.2526 -0.5591
C -1.604 -1.891 -0.039 0.1964 -1.1268 0.8216
```
Forces are in eV/Å.



Number 1: molecular weight 678.12 g/mol, total energy -70229.3110 eV. Number 2: molecular weight 329.96 g/mol, total energy -89076.3455 eV. Number 3: molecular weight 675.85 g/mol, total energy -65342.9476 eV. Number 4: molecular weight 97.07 g/mol, total energy -9778.3003 eV. Number 5: molecular weight 130.22 g/mol, total energy -19161.6518 eV. Number 6: molecular weight 169.50 g/mol, total energy -9894.4216 eV.